1.
DFT (ωB97M-V with the def2-TZVPD basis set) results for a cluster of 2 separate species, C2H2Cl4 in total at a distorted geometry.

CARTESIAN COORDINATES (ANGSTROEM)
C: 0.165 0.154 0.296
C: 1.567 -0.263 0.439
Cl: -0.017 1.682 1.264
Cl: 1.302 -2.627 -1.134
Cl: 2.066 -1.024 1.852
Cl: 2.741 0.437 -0.526
H: -0.531 -0.574 0.711
H: -0.082 0.395 -0.737

## Properties
Lowest unoccupied orbital energy (spin up / spin down) in eV: -2.8 / -2.9
Spin multiplicity: 1
Orbital gap (spin up / spin down) in eV: 6.70 / 6.55
Relative energy (zero: lowest compared OMol25 entry of this formula, charge and spin) in eV: 1.871

Atomic partial charges in e from the natural (NBO) method, atoms 1 to 5: atom 1 (C): -0.480, atom 2 (C): 0.081, atom 3 (Cl): -0.024, atom 4 (Cl): -0.563, atom 5 (Cl): 0.216

2.
DFT (ωB97M-V with the def2-TZVPD basis set) results for a cluster of 2 separate species, C2H2Cl4Si in total at a distorted geometry.

CARTESIAN COORDINATES (ANGSTROEM)
C: 0.678 0.278 0.043
C: 1.211 0.582 -0.966
Si: 2.530 1.020 -2.175
Cl: 2.254 2.645 1.422
Cl: 1.855 -0.220 -3.631
Cl: 4.382 0.454 -1.676
Cl: 2.494 2.951 -3.024
H: 1.296 2.130 0.258
H: 0.000 0.395 0.736

## Properties
Lowest unoccupied orbital energy in eV: -0.1
SMILES: C#C[Si](Cl)(Cl)Cl.Cl
Spin multiplicity: 1
Orbital gap in eV: 10.89
Relative energy (zero: lowest compared OMol25 entry of this formula, charge and spin) in eV: 2.684

Atomic partial charges in e from the natural (NBO) method, atoms 1 to 5: atom 1 (C): -0.088, atom 2 (C): -0.522, atom 3 (Si): 1.408, atom 4 (Cl): -0.400, atom 5 (Cl): -0.344

3.
DFT (ωB97M-V with the def2-TZVPD basis set) results for a cluster of 2 separate species, C2H2ClF2NO2 in total at a distorted geometry.

CARTESIAN COORDINATES (ANGSTROEM)
C: -0.543 -0.239 -1.483
C: 0.384 0.108 -0.613
N: 0.734 -0.766 0.454
O: 1.484 -0.326 1.317
O: 0.170 -1.864 0.536
F: -0.985 0.374 -2.537
F: -1.254 1.131 2.038
Cl: 1.222 1.619 -0.569
H: -0.342 1.186 2.224
H: -0.871 -1.223 -1.368

## Properties
Lowest unoccupied orbital energy in eV: -1.2
SMILES: O=[N+]([O-])/C(Cl)=C/F.F
Spin multiplicity: 1
Orbital gap in eV: 9.67
Relative energy (zero: lowest compared OMol25 entry of this formula, charge and spin) in eV: 2.347

Atomic partial charges in e from the natural (NBO) method, atoms 1 to 5: atom 1 (C): 0.321, atom 2 (C): -0.084, atom 3 (N): 0.489, atom 4 (O): -0.365, atom 5 (O): -0.366

4.
DFT (ωB97M-V with the def2-TZVPD basis set) results for the ion C2H2ClFNO2 with charge -1 at a distorted geometry.

CARTESIAN COORDINATES (ANGSTROEM)
C: 1.370 -0.400 0.192
C: -1.135 0.051 0.131
N: 0.426 0.840 -0.001
O: 2.473 -0.129 -0.248
O: 0.926 -1.414 0.686
F: 0.515 1.153 -1.305
Cl: -2.570 0.986 0.311
H: -1.239 -0.483 -0.744
H: -0.766 -0.602 0.978

## Properties
Lowest unoccupied orbital energy in eV: 3.4
SMILES: O=C([O-])N(F)CCl
Spin multiplicity: 1
Net charge: -1
Orbital gap in eV: 8.27
Relative energy (zero: lowest compared OMol25 entry of this formula, charge and spin) in eV: 3.249

Atomic partial charges in e from the natural (NBO) method, atoms 1 to 5: atom 1 (C): 0.828, atom 2 (C): -0.336, atom 3 (N): -0.109, atom 4 (O): -0.732, atom 5 (O): -0.754

5.
DFT (ωB97M-V with the def2-TZVPD basis set) results for the molecule C2H2ClFS at a distorted geometry.

CARTESIAN COORDINATES (ANGSTROEM)
C: -0.635 -0.015 0.465
C: 0.730 0.312 -0.295
H: -0.646 -0.013 1.473
H: 0.647 0.760 -1.274
F: -1.509 1.044 -0.181
S: 2.347 -0.459 -0.022
Cl: -0.935 -1.629 -0.166

## Properties
Lowest unoccupied orbital energy in eV: -1.5
SMILES: F[C@@H](Cl)C=S
Spin multiplicity: 1
Orbital gap in eV: 7.90
Relative energy (zero: lowest compared OMol25 entry of this formula, charge and spin) in eV: 1.601

Atomic partial charges in e from the natural (NBO) method, atoms 1 to 5: atom 1 (C): 0.126, atom 2 (C): -0.207, atom 3 (H): 0.204, atom 4 (H): 0.213, atom 5 (F): -0.371

6.
DFT (ωB97M-V with the def2-TZVPD basis set) results for the molecule C2H2ClFS at a distorted geometry.

CARTESIAN COORDINATES (ANGSTROEM)
C: 0.089 -0.079 -0.670
C: -0.122 0.119 0.851
H: 1.025 -0.530 -0.645
H: -0.900 0.699 1.301
F: -0.876 -0.785 -1.311
S: 0.688 -0.878 1.913
Cl: 0.095 1.454 -1.439

## Properties
Lowest unoccupied orbital energy in eV: -1.3
SMILES: F[C@@H](Cl)C=S
Spin multiplicity: 1
Orbital gap in eV: 8.33
Relative energy (zero: lowest compared OMol25 entry of this formula, charge and spin) in eV: 0.403

Atomic partial charges in e from the natural (NBO) method, atoms 1 to 5: atom 1 (C): 0.111, atom 2 (C): -0.288, atom 3 (H): 0.189, atom 4 (H): 0.213, atom 5 (F): -0.319

7.
DFT (ωB97M-V with the def2-TZVPD basis set) results for a cluster of 2 separate species, C2H2ClI in total at a distorted geometry.

CARTESIAN COORDINATES (ANGSTROEM)
C: -3.137 0.079 -0.209
C: -1.918 0.099 -0.195
Cl: -0.309 0.276 -0.018
I: 4.003 -0.173 -0.127
H: 5.465 -0.258 0.577
H: -4.103 -0.024 -0.027

## Properties
Lowest unoccupied orbital energy in eV: 0.3
SMILES: C#CCl.I
Spin multiplicity: 1
Orbital gap in eV: 10.47
Relative energy (zero: lowest compared OMol25 entry of this formula, charge and spin) in eV: 1.548

Atomic partial charges in e from the natural (NBO) method, atoms 1 to 5: atom 1 (C): -0.231, atom 2 (C): -0.123, atom 3 (Cl): 0.135, atom 4 (I): -0.106, atom 5 (H): 0.106

8.
DFT (ωB97M-V with the def2-TZVPD basis set) results for a cluster of 2 separate species, C2H2ClIO in total at a distorted geometry.

CARTESIAN COORDINATES (ANGSTROEM)
C: 0.961 0.197 0.114
C: -0.411 0.083 -0.603
O: 1.349 1.285 0.458
Cl: -1.242 -0.017 1.732
I: -1.096 -1.848 -1.321
H: 1.531 -0.688 0.431
H: -1.092 0.987 -0.811

## Properties
Lowest unoccupied orbital energy in eV: -2.5
Spin multiplicity: 1
Orbital gap in eV: 7.72
Relative energy (zero: lowest compared OMol25 entry of this formula, charge and spin) in eV: 2.210

Atomic partial charges in e from the natural (NBO) method, atoms 1 to 5: atom 1 (C): 0.315, atom 2 (C): -0.223, atom 3 (O): -0.467, atom 4 (Cl): -0.324, atom 5 (I): 0.266